No. 1
Entry from the Open Molecules 2025 dataset: a single C22H35N5O2 molecule (wB97M-V/def2-TZVPD).

Calculated values
LUMO energy   0.59 eV
ΔE to the lowest compared entry with this formula, charge and spin   0.9926 eV
Total charge   0
Calculated total energy   -1283.53795 hartree
Gap between HOMO and LUMO   8.5 eV
HOMO energy   -0.29181 hartree

Positions of all 64 atoms, in Å:
C -3.25 -4.00 0.02
O -2.95 -3.06 -0.98
C -2.67 -1.78 -0.62
C -2.62 -1.31 0.69
C -2.32 0.01 0.94
C -2.06 0.91 -0.09
C -1.64 2.33 0.19
N -0.20 2.49 0.35
C 0.56 2.16 -0.84
C 2.03 2.58 -0.63
N 2.64 2.05 0.57
C 3.40 0.83 0.46
C 2.63 -0.49 0.28
C 3.54 -1.69 0.00
C 4.44 -2.02 1.19
C 2.69 -2.90 -0.36
C 1.80 2.22 1.74
C 1.85 3.69 2.19
C 1.65 3.84 3.70
O 2.61 3.13 4.45
C 0.34 1.79 1.50
C -2.13 0.43 -1.40
C -2.42 -0.89 -1.68
C -2.51 -1.39 -3.09
N -3.84 -1.88 -3.38
C -5.02 -1.42 -2.95
N -6.00 -2.16 -3.43
C -5.35 -3.08 -4.16
N -4.04 -2.95 -4.15
H -2.40 -4.15 0.70
H -4.13 -3.71 0.59
H -3.45 -4.93 -0.51
H -2.81 -1.97 1.51
H -2.29 0.36 1.96
H -1.95 2.98 -0.63
H -2.11 2.68 1.11
H 0.50 1.08 -1.07
H 0.15 2.72 -1.68
H 2.05 3.67 -0.57
H 2.62 2.27 -1.50
H 4.09 0.95 -0.38
H 4.01 0.77 1.37
H 2.05 -0.70 1.18
H 1.94 -0.38 -0.55
H 4.18 -1.44 -0.86
H 5.03 -2.91 0.98
H 3.84 -2.20 2.08
H 5.13 -1.20 1.39
H 3.33 -3.76 -0.60
H 2.05 -3.18 0.47
H 2.07 -2.70 -1.23
H 2.22 1.61 2.54
H 1.08 4.26 1.67
H 2.82 4.10 1.92
H 0.68 3.42 4.00
H 1.66 4.90 3.97
H 3.48 3.41 4.15
H 0.30 0.70 1.37
H -0.25 2.05 2.38
H -1.95 1.11 -2.22
H -2.26 -0.59 -3.80
H -1.84 -2.24 -3.25
H -5.14 -0.57 -2.31
H -5.85 -3.86 -4.70



No. 2
Entry from the Open Molecules 2025 dataset: a gas-phase ion, C7H11N2O3 (charge +1) in a non-equilibrium geometry (wB97M-V/def2-TZVPD).

Calculated values
LUMO energy   -4.71 eV
ΔE to the lowest compared entry with this formula, charge and spin   2.7269 eV
Total charge   +1
Calculated total energy   -608.20635 hartree
Gap between HOMO and LUMO   8.3 eV
HOMO energy   -0.47681 hartree

Positions of all 23 atoms, in Å:
C 3.59 -0.12 0.44
O 2.38 -0.65 0.83
C 1.37 -0.39 0.05
N 1.33 0.31 -1.11
C 0.16 0.57 -1.72
N -0.98 0.36 -1.29
C -1.18 -0.15 0.00
C -2.23 -1.34 -0.19
O -1.99 -2.46 -0.35
O -1.62 0.67 1.04
C -2.77 1.44 0.77
C 0.09 -0.92 0.55
H 4.37 -0.28 1.30
H 3.48 0.88 0.14
H 3.93 -0.82 -0.40
H 2.13 0.81 -1.47
H 0.41 0.81 -2.76
H -3.19 -0.89 0.00
H -3.22 1.59 -0.26
H -2.61 2.56 1.21
H -3.58 0.97 1.38
H 0.03 -1.01 1.58
H 0.12 -1.91 0.28



No. 3
Entry from the Open Molecules 2025 dataset: 2 unconnected molecules or ions with the total composition C12H16N2 in a non-equilibrium geometry (wB97M-V/def2-TZVPD).

Calculated values
LUMO energy   0.76 eV
ΔE to the lowest compared entry with this formula, charge and spin   1.7038 eV
Total charge   0
Calculated total energy   -576.31738 hartree
Gap between HOMO and LUMO   9.1 eV
HOMO energy   -0.30494 hartree

Positions of all 30 atoms, in Å:
C 1.19 -3.45 2.16
C 2.04 -2.27 2.63
C 2.00 -1.06 1.81
C 1.39 -0.86 0.57
N 1.83 0.36 0.12
C 2.56 0.93 1.13
N 2.71 0.08 2.12
H 1.38 -4.41 2.72
H 1.44 -3.77 1.14
H 0.10 -3.34 2.08
H 1.84 -2.04 3.66
H 3.07 -2.66 2.85
H 0.79 -1.54 -0.01
H 1.60 0.71 -0.79
H 2.98 1.89 1.02
C -3.60 0.22 -1.39
C -2.41 1.01 -1.66
C -2.28 2.22 -0.94
C -1.21 3.08 -1.11
C 0.03 2.63 -1.60
C -0.13 1.41 -2.28
C -1.27 0.64 -2.37
H -3.44 -0.85 -1.42
H -4.52 0.35 -2.00
H -4.13 0.50 -0.46
H -3.14 2.51 -0.32
H -1.21 3.93 -0.42
H 1.01 2.86 -1.28
H 0.76 0.99 -2.76
H -1.37 -0.08 -3.21



No. 4
Entry from the Open Molecules 2025 dataset: a gas-phase ion, C10H11N2S (charge +1) in a non-equilibrium geometry (wB97M-V/def2-TZVPD).

Calculated values
LUMO energy   -5.00 eV
ΔE to the lowest compared entry with this formula, charge and spin   5.0333 eV
Total charge   +1
Calculated total energy   -894.90798 hartree
Gap between HOMO and LUMO   7.0 eV
HOMO energy   -0.44141 hartree

Positions of all 24 atoms, in Å:
C 4.26 1.27 -0.54
C 3.53 2.09 0.33
C -0.33 -2.34 0.08
C 3.51 0.14 -0.62
C 0.69 -3.24 0.25
C 0.08 -0.93 -0.07
C 2.33 1.53 0.56
C 1.52 -0.75 0.01
C -0.80 0.13 -0.34
C -3.02 0.68 0.17
N 2.34 0.27 0.00
N -2.24 -0.35 -0.54
S 2.27 -2.32 0.34
H 5.04 1.40 -1.21
H 3.59 3.14 0.47
H -1.28 -2.67 0.24
H 3.74 -0.82 -1.03
H 0.71 -4.30 0.21
H 1.60 1.78 1.35
H -2.41 1.51 0.15
H -3.97 0.68 -0.24
H -3.28 0.68 1.19
H -2.47 -0.22 -1.54
H -2.46 -1.30 -0.40